C2H4Br3O3P as an isolated structure. Source: OMol25; level of theory: the ωB97M-V functional and the def2-TZVPD basis.

Last column: Löwdin charge in e.
Cartesian coordinates (Å):
1 C 0.33143 -0.96223 1.03866  -0.7910
2 C 1.53455 -0.86296 0.21046  -1.1737
3 O -2.72834 0.67154 -0.34460  -0.2656
4 O -0.75655 1.81371 -1.44632  -0.2519
5 O -0.44036 0.50294 0.51970  -0.4527
6 P -1.25346 0.32547 -0.89778  0.5971
7 Br -0.68244 -2.40638 0.55787  0.8403
8 Br 2.63769 0.78476 0.63100  0.6162
9 Br 1.44906 -1.01691 -1.67754  0.6961
10 H 0.54925 -0.78453 2.06001  0.0846
11 H 2.12507 -1.68194 0.53796  0.0211
12 H -2.85771 1.61023 -0.06884  0.0818
13 H 0.09179 2.00630 -1.12059  -0.0023

Atoms 1-2, force components in eV/Å:
C -1.86 5.05 -2.92
C 2.21 0.69 0.27

Its largest force on an atom is 0.1191 hartree/bohr. The HOMO energy comes out at -9.05 eV. The value obtained for the frontier orbital gap is 8.97 eV.